{
  "formula": "C29H72F12N10O13PS2",
  "method": "ωB97M-V with the def2-TZVPD basis set",
  "e_lumo_ev": -10.93,
  "total_charge": 7,
  "spin_multiplicity": 1,
  "elements": ["C", "F", "F", "F", "S", "O", "O", "N", "S", "O", "O", "C", "F", "F", "F", "C", "C", "O", "N", "H", "H", "C", "H", "H", "H", "H", "H", "H", "C", "C", "O", "N", "H", "H", "C", "H", "H", "H", "H", "H", "H", "C", "C", "O", "N", "H", "H", "C", "H", "H", "H", "H", "H", "H", "C", "C", "O", "N", "H", "H", "C", "H", "H", "H", "H", "H", "H", "C", "C", "O", "N", "H", "H", "C", "H", "H", "H", "H", "H", "H", "C", "C", "O", "N", "H", "H", "C", "H", "H", "H", "H", "H", "H", "C", "C", "O", "N", "H", "H", "C", "H", "H", "H", "H", "H", "H", "C", "C", "O", "N", "H", "H", "C", "H", "H", "H", "H", "H", "H", "C", "C", "O", "N", "H", "H", "C", "H", "H", "H", "H", "H", "H", "P", "F", "F", "F", "F", "F", "F"],
  "positions_angstrom": [[0.114, 1.338, -0.296], [1.115, 1.887, -0.982], [-0.880, 2.261, 0.103], [-0.380, 0.403, -1.078], [0.798, 0.522, 1.368], [2.206, 0.152, 1.165], [0.505, 1.594, 2.250], [-0.374, -0.663, 1.537], [0.409, -1.903, 1.170], [0.739, -2.026, -0.253], [1.308, -2.400, 2.211], [-0.979, -3.278, 1.400], [-1.791, -2.938, 2.502], [-1.788, -3.343, 0.306], [-0.385, -4.457, 1.696], [-3.949, 10.834, -4.089], [-3.176, 11.090, -2.805], [-3.473, 11.988, -2.058], [-1.973, 10.127, -2.613], [-2.023, 9.430, -3.343], [-1.074, 10.544, -2.807], [-2.241, 9.468, -1.210], [-4.812, 10.248, -3.775], [-3.305, 10.149, -4.641], [-4.201, 11.764, -4.598], [-2.273, 10.181, -0.386], [-1.312, 8.939, -0.997], [-3.125, 8.836, -1.304], [-6.081, 0.541, -4.490], [-7.528, 0.824, -4.822], [-8.407, -0.043, -4.755], [-7.950, 2.232, -5.035], [-7.345, 2.715, -5.682], [-8.843, 2.207, -5.507], [-8.302, 2.898, -3.717], [-5.587, 1.496, -4.312], [-5.563, 0.081, -5.331], [-6.050, -0.084, -3.597], [-8.639, 3.898, -3.990], [-7.435, 2.842, -3.058], [-9.233, 2.381, -3.485], [4.787, 8.530, 5.148], [3.299, 8.188, 5.308], [2.366, 8.906, 4.993], [2.855, 7.062, 6.269], [2.028, 6.569, 5.965], [3.612, 6.404, 6.151], [2.523, 7.603, 7.649], [5.281, 8.802, 6.081], [4.983, 9.281, 4.384], [5.206, 7.593, 4.781], [1.741, 8.319, 7.395], [3.429, 7.967, 8.134], [2.017, 6.904, 8.315], [-0.756, -13.245, -4.404], [-0.993, -13.262, -2.956], [-0.142, -13.584, -2.121], [-2.355, -12.713, -2.434], [-2.987, -12.980, -3.175], [-2.622, -13.291, -1.650], [-2.380, -11.219, -2.303], [0.267, -13.605, -4.510], [-0.771, -12.223, -4.782], [-1.423, -13.962, -4.884], [-1.520, -10.984, -1.675], [-3.293, -10.792, -1.889], [-2.393, -10.871, -3.335], [5.617, 6.840, -9.241], [4.973, 5.528, -8.631], [4.187, 4.837, -9.222], [5.219, 5.326, -7.125], [6.087, 5.723, -6.794], [4.501, 5.827, -6.620], [5.082, 3.903, -6.710], [6.693, 6.738, -9.103], [5.418, 7.762, -8.695], [5.349, 6.889, -10.297], [5.849, 3.393, -7.293], [4.043, 3.621, -6.877], [5.254, 3.801, -5.638], [-0.399, -4.979, 8.650], [-1.159, -6.166, 9.262], [-0.496, -7.052, 9.768], [-2.700, -6.268, 8.998], [-3.000, -5.330, 8.774], [-2.923, -6.723, 8.124], [-3.486, -6.778, 10.187], [-0.799, -4.923, 7.638], [0.687, -5.071, 8.620], [-0.633, -4.050, 9.169], [-4.493, -6.956, 9.811], [-3.637, -5.885, 10.794], [-2.840, -7.507, 10.676], [-7.561, -0.622, 3.602], [-6.396, 0.124, 2.899], [-6.659, 0.670, 1.820], [-5.225, 0.531, 3.733], [-5.086, -0.165, 4.452], [-4.397, 0.304, 3.200], [-5.121, 1.991, 4.127], [-7.836, -0.057, 4.493], [-7.362, -1.655, 3.889], [-8.390, -0.801, 2.917], [-5.051, 2.712, 3.313], [-4.202, 2.020, 4.712], [-6.044, 2.017, 4.707], [6.491, -4.522, -5.083], [5.095, -3.954, -5.267], [4.691, -2.882, -4.750], [4.314, -4.812, -6.237], [4.685, -4.704, -7.169], [4.561, -5.782, -6.099], [2.750, -4.638, -6.103], [6.933, -4.848, -6.025], [6.491, -5.481, -4.564], [7.145, -3.880, -4.493], [2.485, -3.668, -6.524], [2.416, -4.623, -5.066], [2.312, -5.514, -6.580], [10.601, 5.770, 1.210], [9.420, 4.819, 1.314], [8.434, 5.285, 0.797], [9.619, 3.500, 1.985], [10.520, 3.285, 2.388], [8.889, 3.632, 2.671], [9.158, 2.358, 1.105], [11.563, 5.319, 1.455], [10.532, 6.692, 1.787], [10.801, 6.022, 0.168], [8.893, 1.518, 1.747], [10.047, 2.156, 0.507], [8.324, 2.772, 0.537], [-5.683, -10.808, 4.146], [-4.606, -11.747, 3.360], [-6.826, -11.902, 3.605], [-5.334, -11.599, 5.517], [-6.780, -9.859, 4.982], [-4.503, -9.769, 4.574], [-5.978, -9.837, 2.876]]
}

=====

{
  "formula": "C29H72N2O9V",
  "method": "ωB97M-V with the def2-TZVPD basis set",
  "e_lumo_ev": [0.37, 0.37],
  "total_charge": 0,
  "s2": 3.75,
  "spin_multiplicity": 4,
  "elements": ["V", "C", "C", "C", "C", "C", "C", "N", "O", "C", "C", "C", "H", "H", "H", "H", "H", "H", "H", "H", "H", "H", "H", "H", "H", "H", "H", "H", "H", "H", "C", "C", "C", "C", "C", "C", "N", "O", "C", "C", "C", "H", "H", "H", "H", "H", "H", "H", "H", "H", "H", "H", "H", "H", "H", "H", "H", "H", "H", "C", "C", "C", "O", "H", "H", "H", "H", "H", "H", "H", "H", "C", "C", "C", "O", "H", "H", "H", "H", "H", "H", "H", "H", "C", "O", "H", "H", "H", "H", "C", "O", "H", "H", "H", "H", "C", "O", "H", "H", "H", "H", "C", "O", "H", "H", "H", "H", "C", "O", "H", "H", "H", "H"],
  "positions_angstrom": [[16.488, -10.094, 12.815], [19.023, -9.215, 15.601], [18.291, -7.880, 15.762], [19.421, -6.718, 15.827], [18.934, -5.317, 15.646], [18.077, -5.283, 14.446], [16.778, -6.158, 14.527], [17.283, -7.597, 14.670], [16.270, -8.611, 14.580], [16.208, -5.959, 13.064], [15.757, -5.677, 15.562], [17.684, -7.841, 17.197], [19.852, -9.303, 16.303], [19.563, -9.360, 14.665], [18.408, -10.102, 15.753], [20.265, -6.905, 15.163], [19.920, -6.811, 16.791], [19.890, -4.804, 15.544], [18.450, -5.008, 16.572], [18.710, -5.577, 13.608], [17.744, -4.250, 14.341], [15.412, -6.693, 12.934], [16.866, -6.128, 12.211], [15.763, -4.983, 12.868], [15.027, -4.987, 15.138], [16.202, -5.156, 16.410], [15.162, -6.453, 16.044], [18.283, -7.762, 18.105], [16.914, -8.607, 17.291], [17.148, -6.895, 17.271], [14.662, -14.416, 14.282], [13.821, -13.989, 12.965], [12.588, -14.986, 12.729], [11.361, -14.596, 13.660], [11.087, -13.138, 13.303], [12.140, -12.088, 13.649], [13.361, -12.527, 12.906], [14.492, -11.564, 13.070], [12.127, -11.826, 15.199], [11.568, -10.771, 13.016], [14.703, -14.423, 11.842], [14.714, -15.500, 14.385], [13.970, -14.188, 15.092], [15.666, -14.007, 14.399], [12.850, -16.039, 12.829], [12.138, -14.918, 11.738], [11.661, -14.848, 14.677], [10.448, -15.173, 13.516], [10.086, -12.905, 13.668], [10.919, -13.123, 12.226], [12.936, -11.179, 15.538], [12.253, -12.727, 15.799], [11.147, -11.425, 15.459], [11.653, -10.884, 11.935], [12.189, -9.888, 13.163], [10.551, -10.615, 13.375], [14.189, -14.425, 10.881], [15.093, -15.441, 11.850], [15.600, -13.810, 11.757], [14.032, -11.444, 7.593], [13.244, -11.294, 8.896], [12.235, -12.453, 8.979], [14.048, -11.430, 10.022], [13.328, -11.283, 6.776], [14.458, -12.429, 7.399], [14.805, -10.682, 7.502], [12.881, -10.274, 9.027], [11.648, -12.619, 9.881], [12.672, -13.395, 8.646], [11.471, -12.276, 8.222], [13.491, -11.583, 10.789], [20.086, -12.153, 14.206], [18.940, -12.282, 13.188], [18.475, -13.692, 13.015], [17.875, -11.529, 13.720], [19.917, -12.090, 15.281], [20.503, -11.154, 14.073], [20.789, -12.974, 14.066], [19.339, -11.959, 12.227], [19.261, -14.218, 12.473], [17.582, -13.652, 12.390], [18.173, -14.221, 13.919], [17.793, -11.773, 14.645], [19.259, -8.542, 11.258], [18.281, -8.715, 12.324], [19.582, -9.541, 10.965], [18.719, -8.218, 10.368], [19.971, -7.755, 11.506], [18.336, -8.012, 12.975], [15.275, -8.298, 10.534], [15.000, -8.851, 11.802], [14.899, -7.294, 10.339], [16.313, -8.373, 10.212], [14.661, -8.857, 9.828], [14.065, -8.712, 11.970], [12.583, -6.982, 14.051], [12.769, -7.083, 12.595], [11.553, -6.670, 14.225], [12.554, -7.965, 14.520], [13.232, -6.239, 14.514], [12.507, -6.279, 12.141], [16.284, -12.334, 16.934], [16.196, -11.606, 15.738], [15.637, -11.974, 17.734], [15.909, -13.355, 16.869], [17.344, -12.331, 17.189], [15.332, -11.831, 15.385], [17.214, -11.291, 9.580], [16.765, -11.181, 10.871], [17.193, -12.340, 9.285], [16.723, -10.574, 8.921], [18.271, -11.027, 9.576], [15.955, -11.654, 10.669]]
}